(1)
ORCA calculation (the ωB97M-V functional and the def2-TZVPD basis) on C5H6Li2O4Tm as an isolated structure in a non-equilibrium geometry.

The LUMO energy (alpha / beta) comes out at -13.320 / -14.023 eV. The net charge is +3. The HOMO energy (alpha / beta) is -21.0279 / -20.9665 eV. The calculation puts the molar mass at 312.915 g mol⁻¹. The spin multiplicity is 3. Its energy is -1594.3356 Ha.

```
18
Properties=species:S:1:pos:R:3:forces:R:3:lowdin_charge:R:1
O 0.7782 0.1052 -1.0202 -2.9 0.7 -0.9 -0.2194
C 1.8050 -0.3380 -0.4227 3.3 -1.5 1.2 -0.5880
O 2.4209 0.4134 0.3783 -0.8 0.1 -0.5 -0.1050
Li 1.0078 1.9140 0.3576 0.2 0.5 0.4 0.7887
Li 4.2079 0.4971 0.8191 0.5 0.1 0.2 0.8901
O -0.8188 2.1800 0.6613 0.4 -1.1 -1.1 -0.0538
Tm -1.2632 0.0009 -1.3646 0.4 -0.7 -1.0 2.1079
C -1.7586 1.5086 0.2084 -1.4 2.2 2.4 -0.5524
O -2.9504 1.8291 0.6990 1.2 -0.3 -0.4 -0.0306
C -4.0738 1.0476 0.2990 -0.4 -0.4 -0.3 -0.0290
H -4.9240 1.4012 0.8897 0.1 -0.2 -0.2 0.1367
H -4.2856 1.1946 -0.7685 -0.2 0.2 0.1 0.1023
H -3.9027 -0.0166 0.5116 -0.1 0.1 0.2 0.0966
C 2.2764 -1.7045 -0.7319 -0.8 0.2 0.0 -0.0505
C 3.0048 -2.4189 0.1281 0.1 0.0 0.1 0.1563
H 1.8692 -2.1458 -1.6431 0.3 0.1 0.1 0.1322
H 3.3152 -3.4360 -0.1102 -0.1 0.2 0.1 0.1186
H 3.2918 -2.0320 1.1090 0.0 -0.1 -0.2 0.0993
```
Positions in Å, forces in eV/Å.

***

(2)
ORCA calculation (the ωB97M-V functional and the def2-TZVPD basis) on C5H6LiO4Y as an isolated structure in a non-equilibrium geometry.

The LUMO energy (alpha / beta) comes out at -12.914 / -12.820 eV. The net charge is +3. The HOMO energy (alpha / beta) is -17.8089 / -17.8089 eV. The calculation puts the molar mass at 225.946 g mol⁻¹. The spin multiplicity is 2. Its energy is -539.7261 Ha.

```
17
Properties=species:S:1:pos:R:3:forces:R:3:lowdin_charge:R:1
O -2.2337 -0.0248 0.8549 -1.1 1.9 -2.7 -0.1787
C -1.6259 -0.4708 1.8570 2.0 -2.2 2.2 -0.6640
O -2.0907 -1.1796 2.7329 -0.2 1.0 -0.8 0.1011
O -0.2336 -0.2125 1.8213 -1.9 1.5 -0.7 0.0761
C 0.5136 -0.6495 2.8105 3.9 -0.7 -0.1 -0.0998
C 1.8945 -0.1635 2.8729 -3.0 -0.7 0.8 0.0330
Li -3.9098 -1.0254 1.8446 -0.1 -0.4 0.6 0.8994
H 0.2606 -1.6581 3.1636 -0.1 0.7 0.9 0.1865
H 1.1348 0.3524 3.8115 -0.9 -0.8 -0.3 0.2618
H 2.4573 -0.7701 3.5949 0.5 0.8 -0.5 0.1426
H 2.0461 0.7963 2.3701 0.8 -0.5 0.3 0.1311
Y -2.1442 1.3014 -1.0579 0.0 -0.5 0.7 1.8137
C 3.2807 -1.1808 1.1603 -0.2 -0.3 -0.6 -0.0426
C 4.6139 -1.0009 1.2961 1.4 0.2 0.2 -0.1498
O 5.7324 -0.8160 1.4711 -1.6 -0.2 -0.2 0.3014
H 2.8447 -0.6414 0.3134 0.3 -0.1 0.2 0.0864
H 2.9703 -2.2283 1.2295 0.2 0.3 0.1 0.1020
```
Positions in Å, forces in eV/Å.

***

(3)
ORCA calculation (the ωB97M-V functional and the def2-TZVPD basis) on a 2-piece molecular cluster, C5H6N overall in a non-equilibrium geometry.

The LUMO energy comes out at -6.586 eV. The net charge is +1. The HOMO energy is -14.5974 eV. The calculation puts the molar mass at 80.110 g mol⁻¹. Its energy is -248.3142 Ha.

```
12
Properties=species:S:1:pos:R:3:forces:R:3:lowdin_charge:R:1
C 2.0712 -0.6807 -0.3097 -0.8 -1.0 0.4 0.1206
C 1.3674 -0.9304 0.8029 1.2 -0.4 0.3 0.1344
C 2.2727 0.7370 -0.2370 -3.0 2.2 -0.1 0.0252
C 0.9904 1.2073 0.2149 3.0 -3.8 0.3 0.0326
C 0.3189 -0.0620 0.5665 -0.3 1.1 -0.8 0.0280
N -2.1876 -0.8471 -0.1786 -2.6 4.1 4.8 0.0611
H 2.9730 1.3967 -0.7303 0.7 -0.4 0.3 0.1317
H 0.6776 2.1777 0.2603 -1.1 2.3 -0.1 0.0859
H -0.9022 -0.4253 0.3547 0.7 -0.1 -0.3 0.0917
H -2.6119 0.1121 -0.4252 0.8 -2.3 -0.3 0.1325
H -2.8817 -1.2068 0.5592 1.5 0.3 -1.5 0.1313
H -2.0878 -1.4785 -0.8776 0.0 -2.1 -3.0 0.0248
```
Positions in Å, forces in eV/Å.

***

(4)
ORCA calculation (the ωB97M-V functional and the def2-TZVPD basis) on an isolated ion of composition C5H6N and charge +1 in a non-equilibrium geometry.

The LUMO energy comes out at -4.339 eV. The net charge is +1. The HOMO energy is -13.4164 eV. The calculation puts the molar mass at 80.110 g mol⁻¹. Its energy is -248.3800 Ha. Its structure (SMILES) is C1=C2[C@@H]1[C@@]21C[NH2+]1.

```
12
Properties=species:S:1:pos:R:3:forces:R:3:lowdin_charge:R:1
C -1.3711 -1.9613 0.5372 1.5 0.6 -0.6 0.0263
C -1.5587 -0.8758 -0.2700 -1.8 0.3 0.0 0.1026
C 0.8631 0.2999 -1.0194 -4.7 -1.2 1.0 0.1066
C -0.4236 -1.0735 1.1850 -1.6 -0.7 -0.6 0.0723
C -0.3057 -0.2057 -0.0128 3.3 0.3 -1.6 -0.3339
N 0.0282 1.2146 -0.2798 -1.7 3.7 2.9 0.1054
H -1.8768 -2.9160 0.6400 0.3 0.2 0.3 0.1296
H 1.7052 0.1272 -0.4788 3.0 -0.2 0.3 0.1074
H 0.6091 0.3769 -2.0483 0.7 -0.6 -0.8 0.1368
H -0.5704 -0.7949 2.2181 0.3 0.5 0.2 0.1209
H 0.4293 1.9368 0.3849 0.1 -1.7 -0.3 0.2189
H -0.7647 1.7967 -0.6241 0.5 -1.2 -1.0 0.2070
```
Positions in Å, forces in eV/Å.

***

(5)
ORCA calculation (the ωB97M-V functional and the def2-TZVPD basis) on C5H6N as an isolated structure in a non-equilibrium geometry.

The LUMO energy comes out at -4.289 eV. The net charge is +1. The HOMO energy is -15.1011 eV. The calculation puts the molar mass at 80.110 g mol⁻¹. Its energy is -248.3544 Ha.

```
12
Properties=species:S:1:pos:R:3:forces:R:3:lowdin_charge:R:1
C -0.0102 -0.1689 -1.6544 1.5 0.8 -1.1 0.0568
C -0.7985 0.8238 -1.4474 -2.0 1.3 0.4 0.0261
C 0.7641 -0.9865 1.4418 1.1 0.2 -1.1 0.1053
C -0.4789 -1.1816 1.0781 1.6 -0.3 1.9 0.0655
C 0.2956 0.7636 -0.4821 -0.8 -2.1 -1.1 -0.2444
N 0.0447 0.1689 0.8353 -1.0 3.3 4.9 -0.0904
H 0.4568 -0.6494 -2.5320 -0.4 -0.4 1.1 0.1353
H -1.6752 1.4547 -1.6952 0.9 -0.6 0.0 0.1389
H 1.8996 -1.0657 1.7157 -2.7 -0.2 -0.4 0.1904
H -1.3962 -1.7113 1.3618 0.3 0.5 -0.8 0.1483
H 1.1145 1.4215 -0.4054 0.8 0.9 -0.1 0.1280
H -0.2163 1.1310 1.7837 0.8 -3.4 -3.6 0.3401
```
Positions in Å, forces in eV/Å.

***

(6)
ORCA calculation (the ωB97M-V functional and the def2-TZVPD basis) on an isolated ion of composition C5H6N and charge +1 in a non-equilibrium geometry.

The LUMO energy (alpha / beta) comes out at -8.137 / -7.732 eV. The net charge is +1. The HOMO energy (alpha / beta) is -15.5929 / -15.4358 eV. The calculation puts the molar mass at 80.110 g mol⁻¹. Its energy is -248.3314 Ha.

```
12
Properties=species:S:1:pos:R:3:forces:R:3:lowdin_charge:R:1
C -3.5022 0.2004 -0.1320 0.0 -0.2 -0.1 0.2820
C -2.3232 -0.3223 -0.0435 2.1 0.3 1.0 -0.1270
C 1.2838 0.7971 0.1777 -1.0 0.2 0.9 -0.0040
C 1.3407 -0.6090 -0.1686 -2.0 0.9 1.7 0.0231
C -0.0565 0.1820 -0.4279 0.5 -0.3 -1.6 -0.1507
N -1.0559 -0.2842 0.3673 -3.2 -0.3 0.8 0.0882
H 1.2008 1.2097 1.2151 0.0 -0.9 -0.9 0.1490
H 1.7809 1.5014 -0.4495 0.0 0.3 -0.7 0.1201
H 1.7646 -0.9806 -1.0404 0.9 -0.5 -1.4 0.1124
H 1.0283 -1.2898 0.5970 0.9 -0.7 0.3 0.1120
H -0.5443 0.2311 -1.4312 1.5 0.8 0.5 0.1834
H -0.9168 -0.6357 1.3361 0.2 0.4 -0.6 0.2116
```
Positions in Å, forces in eV/Å.